A) The molecule CH4Cl2Si. Source: the OMol25 dataset; level of theory: the ωB97M-V functional and the def2-TZVPD basis.

Geometry (Å):
Cl1 0.31 -0.99 -2.21
C1 -0.05 0.98 0.19
H1 0.89 1.38 0.51
Cl2 -1.37 -1.81 0.62
H2 -0.39 1.48 -0.66
H3 1.31 -1.23 0.69
Si1 0.23 -0.86 -0.15
H4 -0.93 1.04 1.00

Output
HOMO   -10.8 eV
Spin multiplicity   1
E_LUMO   0.0274 hartree
Kohn-Sham gap   11.56 eV
Structure (SMILES)   C[SiH](Cl)Cl
Molecular weight   115.0 g/mol

Results of the Löwdin charge analysis, in e, for atoms 1 through 2: Cl 0.2557; C -0.2904

B) A cluster of 2 separate species, CH4Cl2Si in total. Source: the OMol25 dataset; level of theory: the ωB97M-V functional and the def2-TZVPD basis.

Geometry (Å):
C1 0.58 0.40 -0.29
H1 -0.25 0.66 -0.94
Si1 -0.33 -2.04 -0.13
H2 0.33 0.68 0.71
H3 -1.73 -1.85 -0.24
Cl1 0.13 -2.92 1.57
Cl2 0.80 -2.79 -1.64
H4 1.58 0.57 -0.60

Output
HOMO   -8.7 eV
Spin multiplicity   1
E_LUMO   0.0249 hartree
Kohn-Sham gap   9.33 eV
Molecular weight   115.0 g/mol

Results of the Löwdin charge analysis, in e, for atoms 1 through 2: C -0.1050; H -0.0395

Stability check: which of them is most stable? A).

A) The molecule C5H6BrN. Source: the OMol25 dataset; level of theory: the ωB97M-V functional and the def2-TZVPD basis.

Geometry (Å):
H1 1.00 2.18 1.38
H2 -0.13 -2.69 0.71
N1 -0.75 2.33 0.28
C1 -0.55 -2.18 -0.24
H3 -1.49 -0.23 0.37
H4 -1.53 -2.51 -0.29
C2 0.64 -0.13 0.22
C3 0.07 2.42 -0.70
H5 0.31 3.08 -1.50
C4 0.56 1.71 0.54
C5 -0.53 -0.71 -0.05
Br1 2.32 -0.83 0.39
H6 0.09 -2.44 -1.10

Output
HOMO   -9.0 eV
Spin multiplicity   1
E_LUMO   0.0285 hartree
Kohn-Sham gap   9.79 eV
Structure (SMILES)   C/C=C(\Br)[C@H]1C=N1
Molecular weight   160.0 g/mol

Results of the Löwdin charge analysis, in e, for atoms 1 through 2: H 0.0823; H 0.1059

B) A cluster of 2 separate species, C5H6BrN in total. Source: the OMol25 dataset; level of theory: the ωB97M-V functional and the def2-TZVPD basis.

Geometry (Å):
H1 2.21 -0.45 0.04
C1 0.65 0.30 -1.19
C2 1.47 0.33 0.14
C3 0.02 -0.09 0.09
H2 -0.48 1.70 0.97
C4 -0.95 0.76 0.90
H3 0.48 1.31 -1.58
H4 1.85 1.19 0.58
Br1 -2.72 0.87 -0.07
H5 -1.30 0.21 1.91
C5 -0.83 -2.24 -0.02
H6 0.80 -0.58 -1.90
N1 -1.20 -3.31 0.11

Output
HOMO   -10.6 eV
Spin multiplicity   1
E_LUMO   -0.0525 hartree
Kohn-Sham gap   9.21 eV
Molecular weight   160.0 g/mol

Results of the Löwdin charge analysis, in e, for atoms 1 through 2: H 0.1025; C -0.1079

Stability check: which of them is most stable? A).

A) The molecule C17H23NO4. Source: the OMol25 dataset; level of theory: the ωB97M-V functional and the def2-TZVPD basis.

Geometry (Å):
C1 -0.08 -4.19 1.18
C2 1.06 0.42 -1.99
H1 -0.58 0.53 -3.39
C3 2.35 3.85 -1.05
H2 -1.50 -3.37 -0.18
C4 -0.33 -0.01 -2.48
H3 3.32 4.35 -1.04
H4 0.28 1.23 2.41
C5 -2.76 -1.52 1.34
C6 -1.68 -2.47 1.75
C7 -0.15 -3.31 3.41
H5 1.78 0.27 -2.80
C8 0.41 -4.17 2.48
C9 -1.18 -2.47 3.05
H6 0.90 5.02 -2.19
C10 -1.40 0.30 -1.45
C11 0.76 2.88 -2.65
O1 -1.93 0.80 3.01
C12 1.56 4.16 -2.33
H7 -2.95 0.47 0.48
O2 -0.14 0.76 1.67
H8 1.37 -0.21 -1.15
H9 2.72 1.93 -0.07
C13 -1.12 -3.34 0.83
H10 -3.37 -1.95 0.55
H11 0.23 -3.30 4.43
H12 0.36 -4.87 0.46
N1 -1.30 -0.42 -0.31
H13 -0.33 -1.08 -2.69
H14 2.24 4.39 -3.15
O3 -2.29 1.11 -1.64
H15 -0.51 -1.03 -0.18
H16 3.24 2.01 -1.76
H17 1.07 2.48 -3.62
C14 2.47 2.33 -1.05
C15 -1.42 0.51 1.96
H18 -3.40 -1.27 2.19
O4 1.44 -5.01 2.79
C16 -2.15 -0.20 0.82
H19 -1.61 -1.80 3.78
H20 1.79 4.17 -0.18
H21 0.38 2.00 -0.72
C17 1.09 1.88 -1.54
H22 -0.31 3.07 -2.70
H23 1.67 -4.92 3.72

Output
HOMO   -8.8 eV
Spin multiplicity   1
E_LUMO   0.0181 hartree
Kohn-Sham gap   9.26 eV
Structure (SMILES)   O=C(CCC1CCCC1)N[C@@H](Cc1ccc(O)cc1)C(=O)O
Molecular weight   305.4 g/mol

Results of the Löwdin charge analysis, in e, for atoms 1 through 2: C -0.0064; C -0.1644

B) The molecule C17H23NO4. Source: the OMol25 dataset; level of theory: the ωB97M-V functional and the def2-TZVPD basis.

Geometry (Å):
H1 -0.22 0.92 -3.41
H2 -1.52 -2.62 -0.76
H3 -3.18 -1.04 0.03
C1 2.47 0.63 -3.72
C2 0.27 0.58 -2.50
C3 -0.73 -2.20 -0.14
H4 2.89 0.38 -1.22
O1 -2.18 0.92 5.31
H5 0.54 1.47 -1.92
C4 -2.60 -0.89 0.93
C5 -1.13 -0.56 3.26
H6 5.85 -0.20 -4.15
H7 0.36 -1.75 2.31
C6 -3.12 -0.16 1.97
C7 -2.39 0.02 3.15
H8 -1.93 1.65 7.17
H9 1.31 -1.11 -3.34
H10 -3.62 1.23 6.76
H11 3.76 1.39 -5.73
O2 -4.08 1.33 4.19
C8 5.47 0.72 -4.58
H12 -0.57 -0.44 4.17
C9 -1.33 -1.47 1.03
C10 -2.70 1.67 6.40
H13 1.09 0.06 0.20
C11 1.55 -0.18 -2.83
C12 -2.99 0.82 4.24
H14 -2.90 2.70 6.08
C13 2.30 -0.49 -1.52
H15 -1.37 -0.83 -2.37
C14 -0.61 -1.30 2.21
O3 2.56 1.83 -3.71
H16 -1.25 0.29 -0.99
H17 2.98 -1.32 -1.69
C15 1.29 -0.84 -0.41
H18 6.21 1.14 -5.26
C16 4.18 0.45 -5.34
H19 5.28 1.44 -3.78
H20 -0.09 -3.01 0.21
O4 3.20 -0.17 -4.50
H21 -4.10 0.29 1.90
N1 0.09 -1.36 -1.01
C17 -0.67 -0.32 -1.70
H22 1.72 -1.60 0.24
H23 4.34 -0.25 -6.16

Output
HOMO   -8.6 eV
Spin multiplicity   1
E_LUMO   0.0192 hartree
Kohn-Sham gap   9.08 eV
Structure (SMILES)   CCOC(=O)C1CCN(Cc2ccc(C(=O)OC)cc2)CC1
Molecular weight   305.4 g/mol

Results of the Löwdin charge analysis, in e, for atoms 1 through 2: H 0.1236; H 0.1238

Stability check: which of them is most stable? A).

A) A cluster of 2 separate species, CH6NO2 in total. Source: the OMol25 dataset; level of theory: the ωB97M-V functional and the def2-TZVPD basis.

Geometry (Å):
H1 0.11 1.75 2.48
H2 1.85 -0.41 -1.64
N1 -0.94 -0.34 -0.32
O1 1.11 -0.03 -1.16
O2 0.08 1.27 1.63
H3 0.59 0.49 1.90
H4 -1.78 -0.91 -0.39
C1 0.00 -0.69 -1.13
H5 -0.94 0.46 0.32
H6 -0.08 -1.60 -1.69

Output
HOMO   -16.3 eV
Spin multiplicity   1
E_LUMO   -0.1573 hartree
Net charge   +1
Kohn-Sham gap   11.98 eV
Molecular weight   64.1 g/mol

Results of the Löwdin charge analysis, in e, for atoms 1 through 2: H 0.0818; H 0.1680

B) A cluster of 2 separate species, CH6NO2 in total. Source: the OMol25 dataset; level of theory: the ωB97M-V functional and the def2-TZVPD basis.

Geometry (Å):
H1 0.11 -1.70 -0.49
H2 0.23 1.39 1.62
N1 -0.62 -0.94 -0.39
H3 -1.21 -1.09 0.47
O1 -0.35 0.57 1.36
H4 -0.18 1.50 -1.20
H5 1.95 0.91 -0.17
O2 1.40 0.05 -0.04
H6 -1.39 -0.99 -1.16
C1 0.06 0.31 0.00

Output
HOMO   -15.7 eV
Spin multiplicity   1
E_LUMO   -0.1664 hartree
Net charge   +1
Kohn-Sham gap   11.16 eV
Molecular weight   64.1 g/mol

Results of the Löwdin charge analysis, in e, for atoms 1 through 2: H 0.2095; H 0.1829

Stability check: which of them is most stable? A).

A) A cluster of 2 separate species, C5H11ClN in total. Source: the OMol25 dataset; level of theory: the ωB97M-V functional and the def2-TZVPD basis.

Geometry (Å):
H1 -2.75 -0.02 0.88
H2 2.32 0.86 -1.36
C1 -1.29 0.87 -0.49
H3 -0.17 0.94 -0.49
C2 -1.14 -1.41 0.57
H4 1.89 2.63 0.29
H5 -1.75 1.82 -0.19
N1 0.05 -1.60 -0.34
H6 -0.06 -0.83 -0.96
H7 -1.70 0.60 -1.50
C3 2.43 0.70 -0.25
C4 2.04 1.66 0.55
H8 1.04 -1.50 0.12
C5 -1.79 -0.24 0.36
H9 0.03 -2.58 -0.48
H10 -1.51 -2.25 1.08
H11 2.12 1.47 1.58
Cl1 2.89 -0.87 0.10

Output
HOMO   -14.0 eV
Spin multiplicity   1
E_LUMO   -0.1143 hartree
Net charge   +1
Kohn-Sham gap   10.93 eV
Molecular weight   120.6 g/mol

Results of the Löwdin charge analysis, in e, for atoms 1 through 2: H 0.1350; H 0.0970

B) A cluster of 2 separate species, C5H11ClN in total. Source: the OMol25 dataset; level of theory: the ωB97M-V functional and the def2-TZVPD basis.

Geometry (Å):
C1 2.18 -0.05 -0.08
H1 -1.96 0.38 -1.67
C2 0.12 1.35 -0.02
N1 0.69 -0.01 0.20
H2 -0.84 1.46 0.39
H3 -2.85 -1.24 -1.45
H4 -0.96 -0.27 1.75
C3 -0.22 -1.02 -0.21
H5 2.44 -0.38 -1.06
Cl1 -3.01 0.35 0.50
H6 0.51 -1.49 1.75
H7 0.27 1.76 -0.96
H8 2.56 -0.78 0.68
H9 2.67 0.97 0.04
C4 -2.45 -0.32 -0.94
H10 0.16 -1.93 -0.83
C5 -0.06 -0.72 1.18
H11 0.74 1.93 0.73

Output
HOMO (alpha / beta)   -13.2 / -13.2 eV
Spin multiplicity   1
E_LUMO (alpha / beta)   -0.1621 / -0.1621 hartree
Net charge   +1
Kohn-Sham gap (alpha / beta)   8.83 / 8.83 eV
Molecular weight   120.6 g/mol

Results of the Löwdin charge analysis, in e, for atoms 1 through 2: C 0.0575; H 0.0484

Stability check: which of them is most stable? A).

A) A cluster of 2 separate species, C3H12NO2 in total. Source: the OMol25 dataset; level of theory: the ωB97M-V functional and the def2-TZVPD basis.

Geometry (Å):
C1 1.96 1.11 0.11
H1 2.28 1.80 -0.70
H2 -0.12 0.22 -1.43
H3 -2.45 -2.29 -1.37
H4 2.23 0.20 -0.45
H5 0.12 1.96 0.90
H6 -1.38 0.74 -0.48
H7 0.72 -1.02 0.72
C2 0.15 -0.20 1.15
H8 -1.40 -3.29 -0.79
H9 0.38 -0.02 2.19
N1 -0.45 1.01 -0.85
C3 0.46 1.10 0.32
O1 -1.91 -2.49 -0.60
O2 -1.29 -0.43 1.15
H10 -0.42 1.79 -1.50
H11 -1.37 -1.20 0.55
H12 2.48 1.02 1.07

Output
HOMO   -14.8 eV
Spin multiplicity   1
E_LUMO   -0.1299 hartree
Net charge   +1
Kohn-Sham gap   11.28 eV
Molecular weight   94.1 g/mol

Results of the Löwdin charge analysis, in e, for atoms 1 through 2: C -0.0411; H 0.1040

B) A cluster of 3 separate species, C3H12NO2 in total. Source: the OMol25 dataset; level of theory: the ωB97M-V functional and the def2-TZVPD basis.

Geometry (Å):
C1 0.91 0.22 -1.08
H1 3.07 -0.63 0.97
H2 -2.87 -1.22 -0.32
H3 1.55 0.91 -1.59
H4 2.12 0.39 2.03
H5 0.09 -0.25 -1.61
C2 2.33 0.18 0.97
H6 -2.12 0.12 -0.51
O1 -2.46 1.73 -0.86
H7 0.59 -2.20 0.44
H8 2.88 1.01 0.53
H9 -1.91 2.43 -1.22
H10 -0.71 -0.97 0.38
C3 1.18 -0.25 0.13
O2 -2.01 -0.86 -0.49
N1 0.27 -1.27 0.73
H11 0.30 -1.29 1.74
H12 -3.19 1.95 -0.26

Output
HOMO   -14.3 eV
Spin multiplicity   1
E_LUMO   -0.1137 hartree
Net charge   +1
Kohn-Sham gap   11.23 eV
Molecular weight   94.1 g/mol

Results of the Löwdin charge analysis, in e, for atoms 1 through 2: C 0.1043; H 0.0990

Stability check: which of them is most stable? B).